No. 1
114
Properties=species:S:1:pos:R:3:lowdin_charge:R:1 method="wB97M-V/def2-TZVPD" energy_ev=-293472.2727 molar_mass_g_mol=1188.97 charge=+1 orbital_gap_ev=4.5 largest_force_ev_per_a=1.97
Pt 1.73 -0.53 0.34 0.39
Br 8.54 -1.01 -0.07 0.76
C 6.65 -0.87 -0.05 -0.66
C 6.05 0.39 -0.26 -0.09
C 4.68 0.43 -0.21 -0.16
N 3.91 -0.62 0.02 -0.04
C 4.48 -1.85 0.25 -0.21
C 5.88 -1.98 0.21 -0.06
C 3.60 -2.92 0.61 -0.21
C 3.99 -4.28 0.61 -0.05
C 3.10 -5.23 1.03 -0.67
Br 3.58 -7.07 1.01 0.76
C 1.82 -4.87 1.47 -0.10
C 1.50 -3.52 1.41 -0.16
N 2.33 -2.58 0.99 -0.03
H 6.65 1.26 -0.44 0.10
H 4.14 1.37 -0.34 0.08
H 6.35 -2.92 0.42 0.10
H 4.96 -4.57 0.26 0.10
H 1.13 -5.61 1.83 0.10
H 0.52 -3.19 1.71 0.10
O -0.59 -1.18 -0.11 -0.40
P -1.24 -1.91 -1.23 0.57
N -0.21 -2.91 -2.04 -0.18
C -0.64 -3.72 -3.18 -0.18
C 0.63 -4.43 -3.66 -0.15
C 1.73 -3.45 -3.26 -0.15
C 1.24 -2.98 -1.89 -0.21
N -2.51 -2.93 -0.83 -0.19
C -3.70 -2.35 -0.22 -0.20
C -3.81 -3.02 1.15 -0.17
C -3.31 -4.42 0.86 -0.15
C -2.15 -4.16 -0.11 -0.19
N -1.97 -0.79 -2.25 -0.18
C -3.10 -1.07 -3.13 -0.21
C -2.66 -0.64 -4.52 -0.16
C -1.75 0.54 -4.21 -0.16
C -0.99 0.03 -2.98 -0.22
H -1.05 -3.08 -3.97 0.10
H -1.42 -4.42 -2.88 0.10
H 0.60 -4.64 -4.72 0.11
H 0.76 -5.37 -3.12 0.12
H 1.79 -2.63 -3.97 0.11
H 2.71 -3.93 -3.20 0.11
H 1.66 -2.01 -1.58 0.07
H 1.51 -3.74 -1.15 0.10
H -4.58 -2.60 -0.83 0.12
H -3.61 -1.26 -0.16 0.09
H -4.82 -3.00 1.55 0.12
H -3.14 -2.53 1.86 0.09
H -4.09 -5.01 0.36 0.12
H -2.98 -4.95 1.75 0.11
H -2.02 -4.99 -0.81 0.11
H -1.21 -4.02 0.43 0.09
H -3.95 -0.46 -2.80 0.12
H -3.39 -2.12 -3.07 0.11
H -3.50 -0.38 -5.16 0.11
H -2.10 -1.44 -5.01 0.10
H -2.35 1.41 -3.95 0.10
H -1.08 0.80 -5.03 0.12
H -0.61 0.83 -2.34 0.07
H -0.14 -0.58 -3.30 0.11
N -0.49 2.03 1.36 -0.54
S -1.60 1.72 0.13 1.11
C -2.98 1.17 1.13 -0.37
C -2.80 0.18 2.09 -0.09
C -3.89 -0.24 2.84 -0.07
C -5.15 0.29 2.61 -0.05
C -5.33 1.22 1.59 -0.05
C -4.26 1.65 0.84 -0.07
C -2.17 3.38 -0.20 -0.42
C -2.52 4.23 0.85 -0.09
C -2.98 5.50 0.58 -0.05
C -3.08 5.94 -0.74 -0.04
C -2.71 5.10 -1.78 -0.06
C -2.26 3.82 -1.52 -0.10
H -0.74 1.53 2.20 0.00
H -1.83 -0.26 2.26 0.11
H -3.76 -0.97 3.62 0.12
H -5.99 -0.02 3.20 0.11
H -6.32 1.62 1.39 0.12
H -4.40 2.37 0.05 0.11
H -2.46 3.87 1.87 0.12
H -3.29 6.14 1.39 0.12
H -3.45 6.93 -0.94 0.11
H -2.78 5.45 -2.80 0.12
H -1.98 3.15 -2.32 0.10
C 3.55 4.62 0.24 -0.21
Si 1.70 4.14 0.32 0.44
C 0.99 4.53 -1.42 -0.20
C 0.80 5.11 1.71 -0.21
As 1.34 1.79 0.87 0.82
Si 2.17 1.65 3.13 0.41
C 0.75 1.86 4.40 -0.21
C 2.80 -0.15 3.32 -0.24
C 3.59 2.87 3.51 -0.21
H 3.65 5.58 -0.27 0.03
H 4.14 3.90 -0.32 0.01
H 3.99 4.73 1.22 0.01
H 0.36 5.42 -1.41 0.03
H 0.39 3.71 -1.81 -0.01
H 1.80 4.72 -2.13 0.03
H 0.20 5.91 1.31 0.02
H 1.50 5.54 2.41 0.02
H 0.14 4.44 2.26 -0.01
H 0.17 0.95 4.51 0.02
H 0.08 2.68 4.16 0.01
H 1.18 2.08 5.38 0.03
H 2.16 -0.83 2.76 -0.03
H 2.82 -0.47 4.36 0.03
H 3.81 -0.25 2.93 0.02
H 3.22 3.88 3.66 0.02
H 4.33 2.88 2.71 0.01
H 4.09 2.57 4.42 0.03

***

No. 2
133
Properties=species:S:1:pos:R:3:lowdin_charge:R:1 method="wB97M-V/def2-TZVPD" energy_ev=-114011.1657 molar_mass_g_mol=1087.69 charge=-1 orbital_gap_ev=6.2 largest_force_ev_per_a=0.71
B 2.82 -0.31 -0.07 -0.46
C 3.67 1.05 0.38 -0.28
C 3.16 2.40 -0.19 -0.26
C 1.65 2.47 -0.41 -0.24
C 1.17 3.86 -0.86 -0.22
C -0.19 3.81 -1.56 -0.23
C -1.39 3.78 -0.62 -0.21
C -2.71 3.68 -1.40 -0.22
C -3.94 4.39 -0.81 -0.20
C -4.18 4.32 0.72 -0.20
C -5.30 3.36 1.16 -0.21
C -4.79 2.02 1.72 -0.21
C -3.83 1.30 0.76 -0.19
C -3.85 -0.23 0.81 -0.20
C -3.18 -0.81 -0.44 -0.21
C -3.89 -0.54 -1.78 -0.24
C -5.32 -1.13 -1.86 -0.10
H 3.63 -1.26 -0.17 -0.01
H 2.03 -0.64 0.82 -0.02
H 2.26 -0.19 -1.15 -0.01
H 4.70 0.93 0.03 0.05
H 3.73 1.15 1.47 0.06
H 3.40 3.21 0.51 0.10
H 3.66 2.65 -1.12 0.08
H 1.35 1.75 -1.17 0.08
H 1.14 2.22 0.53 0.12
H 1.91 4.27 -1.56 0.10
H 1.14 4.56 -0.02 0.11
H -0.22 2.92 -2.21 0.11
H -0.31 4.68 -2.22 0.10
H -1.39 4.68 0.01 0.11
H -1.31 2.91 0.03 0.10
H -2.93 2.63 -1.58 0.08
H -2.54 4.11 -2.39 0.10
H -4.81 3.94 -1.29 0.10
H -3.94 5.43 -1.12 0.10
H -3.27 4.07 1.27 0.10
H -4.46 5.32 1.04 0.10
H -5.93 3.82 1.92 0.10
H -5.95 3.16 0.31 0.10
H -4.28 2.21 2.67 0.11
H -5.65 1.38 1.91 0.09
H -2.82 1.63 0.98 0.11
H -4.11 1.60 -0.25 0.08
H -4.86 -0.61 0.99 0.10
H -3.24 -0.55 1.67 0.09
H -3.00 -1.88 -0.37 0.10
H -2.19 -0.34 -0.50 0.12
H -3.93 0.53 -1.97 0.08
H -3.28 -0.98 -2.56 0.10
H -6.02 -0.41 -2.27 0.06
H -5.33 -1.99 -2.53 0.06
H -5.67 -1.47 -0.89 0.06
C 2.50 -4.90 -2.40 -0.06
C 3.44 -3.98 -1.64 -0.32
O 3.40 -2.81 -2.41 0.10
C 2.21 -2.75 -3.06 -0.55
O 1.76 -1.82 -3.61 0.17
O 1.59 -3.97 -2.99 0.06
F 4.71 -4.47 -1.62 0.06
H 3.04 -5.44 -3.18 0.14
H 1.96 -5.60 -1.76 0.13
H 3.14 -3.73 -0.62 0.16
C -1.32 -3.12 1.72 -0.05
C -1.53 -4.59 1.40 -0.31
O -0.36 -5.19 1.93 0.13
C 0.08 -4.40 2.95 -0.55
O 0.87 -4.73 3.76 0.18
O -0.55 -3.21 2.92 0.06
F -1.59 -4.83 0.06 0.07
H -0.75 -2.63 0.93 0.15
H -2.25 -2.58 1.90 0.12
H -2.41 -5.04 1.86 0.17
C 5.26 1.68 -4.00 -0.03
C 6.44 0.80 -3.66 -0.29
O 7.43 1.74 -3.27 0.12
C 6.79 2.86 -2.81 -0.56
O 7.32 3.74 -2.23 0.17
O 5.48 2.81 -3.14 0.07
F 6.91 0.10 -4.74 0.05
H 5.30 2.01 -5.04 0.12
H 4.30 1.22 -3.79 0.15
H 6.25 0.10 -2.84 0.18
C 5.89 -2.53 -6.94 -0.05
C 5.93 -2.86 -5.47 -0.31
O 5.34 -4.15 -5.43 0.13
C 5.55 -4.75 -6.63 -0.56
O 5.38 -5.90 -6.86 0.17
O 5.97 -3.84 -7.54 0.07
F 5.20 -2.01 -4.73 0.09
H 4.94 -2.07 -7.21 0.15
H 6.71 -1.90 -7.27 0.12
H 6.94 -2.91 -5.05 0.17
C -7.55 1.15 6.19 -0.05
C -7.47 1.16 4.68 -0.31
O -6.16 0.70 4.44 0.12
C -5.77 -0.07 5.49 -0.54
O -4.83 -0.79 5.51 0.19
O -6.64 0.10 6.53 0.06
F -7.62 2.39 4.16 0.08
H -7.18 2.10 6.59 0.15
H -8.53 0.94 6.59 0.14
H -8.18 0.48 4.19 0.17
C -1.23 -0.15 5.77 -0.06
C -0.09 -0.47 4.82 -0.30
O 0.88 0.51 5.17 0.14
C 0.67 0.86 6.46 -0.55
O 1.43 1.47 7.13 0.17
O -0.53 0.39 6.89 0.07
F -0.45 -0.31 3.52 0.07
H -1.89 0.61 5.35 0.14
H -1.79 -1.03 6.05 0.11
H 0.32 -1.47 4.95 0.17
C 7.14 3.37 -8.79 -0.04
C 7.13 2.94 -7.33 -0.31
O 6.54 1.66 -7.40 0.12
C 6.78 1.14 -8.63 -0.54
O 6.63 0.00 -8.92 0.18
O 7.23 2.11 -9.46 0.07
F 6.37 3.75 -6.56 0.08
H 6.20 3.85 -9.05 0.14
H 7.98 4.00 -9.06 0.14
H 8.12 2.86 -6.87 0.18
C -4.88 -3.27 9.54 -0.05
C -4.48 -4.66 9.08 -0.32
O -3.62 -4.38 8.00 0.14
C -3.07 -3.15 8.20 -0.53
O -2.12 -2.73 7.62 0.19
O -3.73 -2.50 9.18 0.08
F -5.54 -5.38 8.65 0.07
H -5.75 -2.92 8.99 0.14
H -5.06 -3.19 10.61 0.14
H -3.94 -5.25 9.83 0.17

***

No. 3
138
Properties=species:S:1:pos:R:3:lowdin_charge:R:1 method="wB97M-V/def2-TZVPD" energy_ev=-528814.4376 molar_mass_g_mol=1786.52 charge=0 orbital_gap_ev=7.4 largest_force_ev_per_a=1.89
C 0.00 1.54 3.23 -0.08
C 0.16 -0.01 3.41 -0.16
C 0.40 -0.63 2.04 -0.14
C -0.63 -1.36 1.48 -0.04
C -0.52 -1.91 0.20 0.00
C 0.66 -1.73 -0.53 -0.13
C 0.77 -2.27 -1.97 -0.59
Br 2.17 -3.64 -2.19 0.76
C 0.84 -1.04 -2.97 -0.73
C -0.54 -0.68 -3.53 -0.12
Br 2.11 -1.34 -4.45 0.66
C 1.73 -1.03 0.07 -0.15
C 3.06 -0.86 -0.71 -0.18
C 4.08 -1.99 -0.29 -0.25
C 5.32 -1.52 0.53 -0.24
C 5.44 -2.41 1.79 -0.28
N 5.77 -3.81 1.40 0.00
C 1.61 -0.46 1.36 -0.22
P 3.09 0.49 1.94 1.05
C 2.81 2.23 1.31 -0.27
C 3.18 0.70 3.78 -0.41
C 3.44 -0.61 4.58 -0.14
C -1.81 -2.62 -0.28 -0.24
O -1.89 -3.71 -0.81 0.13
C -3.06 -1.83 0.04 -0.08
C -4.08 -1.61 -0.86 0.06
C -5.17 -0.85 -0.46 -0.13
C -6.25 -0.59 -1.50 -0.03
C -7.32 -1.69 -1.54 -0.46
O -7.08 -2.75 -2.06 0.14
O -8.54 -1.35 -1.00 0.08
C -5.25 -0.37 0.83 -0.31
O -6.37 0.34 1.20 0.00
C -4.24 -0.59 1.76 -0.32
P -4.40 0.08 3.46 0.95
P -4.73 2.22 3.32 0.27
O -6.09 2.53 3.73 -0.30
O -3.77 2.90 4.45 -0.17
O -4.39 2.75 1.81 -0.19
C -3.14 -1.31 1.32 -0.10
C -1.95 -1.58 2.20 -0.28
O -2.06 -1.99 3.34 0.10
H 0.24 2.10 4.14 0.08
H -1.08 1.71 3.05 0.04
H 0.51 1.92 2.34 0.02
H 0.90 -0.27 4.16 0.08
H -0.79 -0.32 3.82 0.08
H -0.16 -2.77 -2.24 0.06
H 1.25 -0.19 -2.43 0.05
H -0.60 0.41 -3.63 0.05
H -0.73 -1.13 -4.51 0.07
H -1.35 -0.97 -2.84 0.07
H 3.47 0.14 -0.59 0.08
H 2.89 -1.00 -1.78 0.03
H 4.43 -2.47 -1.21 0.01
H 3.55 -2.78 0.25 0.08
H 5.34 -0.45 0.73 0.06
H 6.20 -1.77 -0.08 0.05
H 4.43 -2.46 2.22 0.08
H 6.19 -2.06 2.50 0.10
H 6.03 -3.82 0.42 0.04
H 4.91 -4.34 1.43 0.06
H 3.76 2.68 1.00 0.03
H 2.31 2.87 2.05 0.03
H 2.17 2.20 0.41 0.02
H 4.05 1.35 3.96 0.08
H 2.33 1.20 4.25 0.05
H 4.14 -0.35 5.39 0.07
H 2.55 -0.99 5.08 0.06
H 3.94 -1.39 4.00 0.04
H -3.99 -2.00 -1.87 0.14
H -5.74 -0.57 -2.47 0.13
H -6.70 0.40 -1.38 0.12
H -8.49 -1.52 -0.04 0.12
H -6.29 1.27 0.94 0.11
H -3.16 -0.03 4.14 -0.06
H -2.86 2.86 4.10 0.05
H -3.52 2.38 1.58 0.05
C -6.69 -2.95 4.94 -1.03
Cl -6.09 -1.84 6.18 0.50
Cl -7.08 -2.10 3.43 0.52
H -5.93 -3.70 4.74 0.03
H -7.60 -3.42 5.31 -0.09
C 8.14 -1.59 -2.72 -0.98
Cl 6.68 -2.58 -2.65 0.58
Cl 7.80 0.07 -2.19 0.54
H 8.89 -2.02 -2.07 0.03
H 8.50 -1.56 -3.75 0.03
C 10.02 1.81 0.04 -1.03
Cl 9.65 3.53 0.18 0.48
Cl 9.95 1.00 1.61 0.51
H 9.28 1.36 -0.61 -0.07
H 11.01 1.69 -0.37 0.03
C -1.65 -5.94 -3.32 -1.01
Cl -2.06 -7.66 -3.21 0.55
Cl -2.18 -5.27 -4.87 0.50
H -2.15 -5.41 -2.52 0.00
H -0.58 -5.83 -3.23 0.02
C -10.34 -2.83 6.32 -1.01
Cl -11.98 -3.22 6.86 0.52
Cl -9.18 -4.05 6.86 0.55
H -10.33 -2.80 5.23 0.03
H -10.05 -1.87 6.73 0.03
C -4.86 5.94 2.15 -1.03
Cl -4.40 7.31 3.17 0.52
Cl -4.39 6.18 0.46 0.51
H -4.37 5.05 2.51 -0.02
H -5.94 5.81 2.20 0.04
C 3.45 2.62 -4.36 -1.01
Cl 1.74 2.33 -4.04 0.49
Cl 4.49 1.70 -3.27 0.51
H 3.67 2.33 -5.38 -0.04
H 3.66 3.68 -4.23 0.03
C 8.03 5.71 -2.36 -1.03
Cl 6.70 6.35 -3.33 0.50
Cl 8.16 3.96 -2.52 0.47
H 8.96 6.16 -2.69 0.03
H 7.85 5.95 -1.32 0.02
C -5.58 -8.46 -3.63 -1.04
Cl -6.00 -10.17 -3.52 0.49
Cl -6.09 -7.76 -5.18 0.50
H -6.08 -7.92 -2.83 0.03
H -4.51 -8.35 -3.54 -0.06
C -1.50 4.03 -1.21 -1.02
Cl -0.79 2.80 -0.15 0.53
Cl -1.43 3.54 -2.91 0.51
H -2.54 4.17 -0.93 -0.01
H -0.96 4.96 -1.09 -0.06
C 3.01 3.70 -8.19 -1.01
Cl 1.48 3.04 -7.60 0.51
Cl 4.35 2.57 -7.96 0.53
H 2.92 3.91 -9.25 0.02
H 3.23 4.61 -7.65 0.03
C 1.65 7.38 -0.93 -1.00
Cl -0.02 7.16 -0.39 0.55
Cl 2.72 6.16 -0.23 0.51
H 1.68 7.30 -2.01 0.03
H 1.99 8.36 -0.62 0.03